[1]
C27H46BrN3OP2Ti | ωB97M-V/def2-TZVPD

The geometry in XYZ format:
```
81
Properties=species:S:1:pos:R:3:lowdin_spin:R:1
N 3.729 7.870 -5.620 0.000
C 4.520 6.806 -5.752 0.000
C 4.409 5.679 -4.925 0.000
C 3.360 5.644 -3.975 0.000
C 2.509 6.764 -3.877 0.000
C 2.766 7.874 -4.698 0.000
C 3.098 4.455 -3.186 -0.003
Ti 0.857 -0.934 0.657 0.928
P -4.373 -4.772 -0.455 0.603
C 1.840 4.044 -2.868 0.001
C 1.560 2.822 -2.177 -0.002
C 0.227 2.343 -2.014 0.000
C -0.014 1.127 -1.374 -0.005
C 1.087 0.423 -0.862 -0.019
C 2.414 0.858 -1.008 -0.005
C 2.640 2.065 -1.662 0.000
Br -0.408 -2.987 0.593 0.050
H 3.984 3.885 -2.903 0.000
H 0.983 4.634 -3.203 0.000
H 5.069 4.824 -5.057 0.000
H 1.662 6.779 -3.181 0.000
H 5.270 6.824 -6.547 0.000
H 2.153 8.775 -4.588 0.000
H -0.618 2.922 -2.396 0.000
H 3.663 2.426 -1.757 0.000
H -1.020 0.681 -1.291 0.000
H 3.256 0.249 -0.665 0.000
P -0.487 0.325 2.156 0.030
C -3.059 -4.718 -1.774 0.096
C -3.643 -5.327 -3.051 0.011
H -2.188 -5.286 -1.418 0.001
H -2.768 -3.663 -1.899 0.014
H -2.848 -5.642 -3.731 0.000
H -4.256 -6.206 -2.822 0.006
H -4.266 -4.614 -3.597 0.000
C -4.948 -3.015 -0.501 0.077
C -6.358 -2.926 0.081 0.012
H -4.915 -2.722 -1.561 0.000
H -4.224 -2.416 0.072 0.014
H -6.854 -2.019 -0.274 0.000
H -6.971 -3.783 -0.218 0.005
H -6.346 -2.883 1.175 0.000
C -3.345 -4.639 1.057 0.108
C -3.104 -5.991 1.713 0.010
H -3.779 -3.905 1.754 0.001
H -2.415 -4.236 0.631 0.020
H -2.718 -5.857 2.729 0.000
H -4.030 -6.572 1.770 0.004
H -2.358 -6.571 1.163 0.000
C -0.470 -0.444 3.826 -0.001
C -0.141 0.518 4.969 0.000
H 0.205 -1.314 3.798 0.000
H -1.480 -0.866 3.954 0.000
H 0.893 0.873 4.927 0.000
H -0.825 1.374 4.963 0.000
H -0.261 0.026 5.941 0.000
C -2.277 0.361 1.789 0.007
C -2.801 1.699 1.266 0.001
H -2.780 0.075 2.725 0.000
H -2.465 -0.461 1.080 0.000
H -2.997 2.389 2.099 0.000
H -2.107 2.170 0.559 0.000
H -3.750 1.526 0.746 0.000
C 0.094 2.067 2.308 0.006
C 1.614 2.117 2.486 0.006
H -0.448 2.527 3.148 0.000
H -0.234 2.590 1.398 0.000
H 2.089 2.905 1.879 0.000
H 1.874 2.293 3.540 0.000
H 2.096 1.173 2.173 0.003
C 4.829 -0.925 2.986 0.000
N 4.556 -2.122 2.197 0.003
C 3.456 -2.340 1.491 0.004
N 3.377 -3.493 0.787 0.003
O 2.509 -1.464 1.436 0.012
H 4.054 -0.160 2.853 0.000
H 5.799 -0.531 2.665 0.000
H 4.907 -1.216 4.039 0.000
H 5.226 -2.886 2.175 0.000
H 2.483 -3.799 0.422 0.000
H 4.231 -4.075 0.711 0.000
```

Computed properties:
LUMO energy (spin up / spin down): -5.120 / -9.039 eV
Multiplicity: 3
HOMO energy (spin up / spin down): -11.9 / -11.9 eV
Charge: +2
DFT total energy: -5401.5920 a.u.
Kohn-Sham gap (spin up / spin down): 6.815 / 2.897 eV
Relative energy (zero: lowest compared OMol25 entry of this formula, charge and spin): 0.0000 eV

***

[2]
C27H46N2O7S | ωB97M-V/def2-TZVPD

The geometry in XYZ format:
```
83
Properties=species:S:1:pos:R:3:lowdin_charge:R:1
C 3.210 -0.950 3.230 -0.122
C 1.940 -1.304 4.139 -0.186
C 1.310 -2.661 3.543 -0.206
O 1.537 -2.630 2.124 -0.196
C 2.013 -3.887 1.622 -0.167
C 1.614 -3.963 0.115 -0.084
C 2.692 -4.195 -0.852 0.043
C 2.340 -4.225 -2.308 -0.324
N 3.292 -4.443 -3.326 -0.246
S 2.345 -4.313 -4.683 0.925
N 0.771 -4.037 -4.187 -0.236
C 0.927 -4.022 -2.799 -0.338
C -0.121 -3.832 -1.750 0.035
C 0.175 -3.794 -0.309 -0.093
C -1.044 -3.540 0.641 -0.171
O -0.952 -4.157 1.926 -0.221
C -1.029 -5.586 1.856 -0.102
H 3.817 -1.875 3.028 0.070
H 3.871 -0.184 3.747 0.071
H 2.912 -0.471 2.254 0.066
H 2.211 -1.394 5.222 0.099
H 1.196 -0.481 3.932 0.101
H 0.188 -2.577 3.681 0.122
H 1.696 -3.581 4.058 0.125
H 1.467 -4.733 2.149 0.107
H 3.118 -4.054 1.810 0.132
H 3.735 -4.336 -0.460 0.116
H -1.186 -3.674 -2.066 0.116
H -1.175 -2.420 0.824 0.131
H -1.972 -3.891 0.102 0.131
H -0.206 -5.987 2.549 0.078
H -0.830 -6.023 0.839 0.100
H -2.011 -6.012 2.220 0.094
C -0.562 0.605 -2.228 -0.012
C -0.531 0.451 -0.730 -0.487
O -1.407 -0.145 -0.137 0.049
C 0.630 1.069 0.002 -0.014
H -1.451 0.112 -2.623 0.084
H -0.599 1.663 -2.492 0.054
H 0.322 0.138 -2.667 0.090
H 0.643 2.147 -0.166 0.063
H 1.565 0.621 -0.340 0.090
H 0.524 0.881 1.072 0.077
C 2.886 -8.081 5.689 -0.025
C 1.650 -7.601 4.973 -0.502
O 1.679 -7.304 3.797 0.056
C 0.378 -7.505 5.774 -0.020
H 3.724 -8.100 4.992 0.083
H 3.128 -7.401 6.509 0.086
H 2.725 -9.090 6.073 0.086
H 0.509 -6.800 6.598 0.087
H 0.106 -8.489 6.161 0.087
H -0.428 -7.147 5.132 0.077
C 0.677 5.906 -0.709 -0.016
C 1.344 4.978 -1.691 -0.488
O 0.862 3.898 -1.966 0.038
C 2.633 5.442 -2.317 -0.016
H -0.239 5.443 -0.339 0.083
H 1.341 6.093 0.137 0.087
H 0.420 6.846 -1.202 0.083
H 3.384 5.609 -1.542 0.087
H 2.462 6.362 -2.880 0.089
H 2.999 4.676 -3.000 0.085
C -3.861 4.993 -4.789 -0.030
C -2.361 4.951 -4.671 -0.507
O -1.660 5.779 -5.219 0.049
C -1.763 3.842 -3.846 -0.031
H -4.152 5.841 -5.409 0.087
H -4.223 4.075 -5.257 0.087
H -4.306 5.113 -3.801 0.058
H -2.032 2.874 -4.273 0.088
H -2.118 3.912 -2.815 0.093
H -0.677 3.936 -3.848 0.064
C -5.118 8.642 -1.038 -0.024
C -4.452 7.716 -2.023 -0.488
O -4.935 6.638 -2.300 0.058
C -3.163 8.183 -2.650 -0.006
H -6.033 8.179 -0.668 0.083
H -4.452 8.827 -0.193 0.085
H -5.375 9.583 -1.528 0.086
H -2.411 8.348 -1.875 0.084
H -3.334 9.104 -3.211 0.092
H -2.796 7.420 -3.337 0.064
```

Computed properties:
LUMO energy: -0.575 eV
HOMO energy: -8.5 eV
DFT total energy: -2090.6477 a.u.
Kohn-Sham gap: 7.884 eV

***

- Number 1 is which compound?
  C27H46BrN3OP2Ti

***

- Number 1 is which compound?
  C27H46BrN3OP2Ti

***

- Which of these has the highest DFT total energy?
  C27H46N2O7S